Here is a molecular structure, C43H31N9O2Ti from the OMol25 dataset. Energies are from the ωB97M-V functional and the def2-TZVPD basis.

Results
Energy above the lowest of the compared OMol25 structures with the same formula, charge and spin   55.5 kJ/mol
Total charge   +2
Total energy   -85703.2002 eV
Spin multiplicity   1
HOMO energy   -0.4740 Eh

Geometry as XYZ:
```
86
Properties=species:S:1:pos:R:3:forces:R:3:mulliken_charge:R:1
Ti 0.059249 -0.313610 0.046611 0.277 -0.015 0.338 -1.225
N -2.298223 1.468707 -3.214221 0.085 -0.051 0.101 0.313
C -1.693492 0.617541 -2.403162 -0.012 0.045 -0.063 -1.213
N -1.217068 0.938953 -1.224343 0.031 -0.108 -0.179 0.497
C -1.406101 2.228763 -0.748051 -0.078 0.191 -0.025 0.415
N -1.108512 2.535258 0.478803 0.034 -0.251 -0.042 -1.647
N -0.617418 1.433202 1.131955 -0.133 0.103 0.087 1.373
C -0.376898 1.523226 2.382483 -0.051 -0.117 0.015 -0.567
C 0.013193 0.270815 3.036357 -0.074 0.094 -0.043 0.749
C 0.180369 0.140361 4.402546 -0.007 -0.116 -0.079 -1.016
C 0.431456 -1.127146 4.917926 -0.013 0.058 -0.003 -0.495
C 0.498254 -2.207537 4.055290 -0.003 -0.041 -0.088 -1.012
C 0.344947 -1.992002 2.693306 0.036 0.005 0.092 -0.142
N 0.114835 -0.779945 2.191348 0.171 0.238 0.002 1.001
C -1.956962 3.231226 -1.643779 0.008 0.032 0.079 0.555
C -2.054472 4.582769 -1.289664 -0.002 -0.019 -0.022 -0.467
C -2.587516 5.485350 -2.181545 -0.006 -0.019 -0.016 -0.940
C -3.034551 5.058274 -3.436617 -0.007 0.011 0.008 -0.452
C -2.949387 3.731978 -3.805815 0.026 0.036 0.071 -1.033
C -2.407680 2.827694 -2.899010 -0.012 -0.088 -0.086 -0.050
H -2.603259 1.133451 -4.116612 -0.031 0.038 -0.034 0.387
H -1.583491 -0.398478 -2.754771 -0.031 -0.021 -0.006 0.786
H -0.523225 2.454627 2.919533 0.012 -0.018 0.027 0.493
H 0.099556 1.003430 5.048317 -0.004 0.022 -0.014 0.566
H 0.561172 -1.264811 5.982825 0.005 -0.008 0.002 0.457
H 0.677800 -3.209281 4.418133 -0.005 0.002 0.011 0.526
H 0.413465 -2.803505 1.980333 0.011 -0.017 0.025 0.424
H -1.708470 4.896208 -0.314961 -0.001 -0.007 0.005 0.517
H -2.664916 6.529470 -1.913350 -0.001 0.003 0.002 0.464
H -3.455553 5.775921 -4.127424 0.009 0.002 -0.007 0.443
H -3.291651 3.401808 -4.778046 -0.010 -0.019 0.001 0.464
O -0.306924 -4.365903 -4.457733 0.007 -0.049 0.092 -0.543
C -0.349828 -5.294809 -3.597432 0.006 -0.342 -0.364 -0.156
O -0.440296 -6.500386 -3.639946 0.015 0.202 0.104 -0.654
C -0.258645 -4.432089 -2.373921 -0.147 0.022 0.264 -0.282
C -1.421075 -3.842249 -1.837800 0.030 0.160 -0.069 -0.879
C -1.304618 -2.744311 -1.033609 -0.072 -0.125 0.107 0.283
N -0.094582 -2.219772 -0.689798 0.038 -0.258 -0.109 2.003
C 1.028653 -2.914949 -1.043405 -0.203 0.068 -0.016 0.587
C 0.977711 -4.018090 -1.845929 0.079 0.020 -0.032 -0.709
C 2.253166 -2.382245 -0.425532 0.092 -0.085 -0.019 -0.074
C 3.500453 -2.983555 -0.516042 -0.070 0.062 0.030 -0.788
C 4.553915 -2.434027 0.193589 -0.026 -0.013 -0.008 -0.819
C 4.333525 -1.303153 0.968650 -0.027 0.044 0.020 -1.108
C 3.073053 -0.742450 0.981177 0.049 -0.023 -0.032 -0.111
N 2.051718 -1.275369 0.301626 -0.084 0.068 -0.244 0.512
C -2.443054 -2.065825 -0.380610 -0.042 -0.070 -0.033 0.633
C -3.762728 -2.475157 -0.515012 0.069 0.028 0.058 -1.017
C -4.743628 -1.815747 0.205851 -0.009 -0.020 -0.021 -0.795
C -4.378768 -0.770557 1.040117 0.064 0.052 0.036 -0.980
C -3.046655 -0.407477 1.103327 -0.047 -0.048 -0.034 -0.068
N -2.093665 -1.034439 0.406390 -0.033 0.171 -0.030 0.791
H -2.385881 -4.241144 -2.116438 -0.005 0.010 0.004 0.534
H 1.874908 -4.546806 -2.135186 0.017 0.016 0.010 0.562
H 3.639401 -3.869627 -1.117010 0.010 0.000 -0.002 0.544
H 5.534928 -2.886869 0.146806 0.006 0.003 0.005 0.488
H 5.126807 -0.849595 1.545051 0.008 -0.004 -0.010 0.509
H 2.863893 0.168018 1.526098 0.018 -0.006 0.014 0.526
H -4.016498 -3.307245 -1.154748 -0.001 0.007 -0.004 0.533
H -5.777802 -2.121638 0.123536 -0.003 0.002 0.002 0.486
H -5.107998 -0.235507 1.631084 -0.012 -0.012 -0.001 0.487
H -2.727131 0.415034 1.727324 -0.045 0.004 0.004 0.396
C 0.691414 -0.111755 -6.036210 -0.006 -0.018 -0.039 -0.552
C 0.980844 0.969216 -5.214471 0.016 -0.012 0.069 -1.017
C 1.022603 0.771528 -3.842874 0.038 0.022 -0.087 -0.096
N 0.796149 -0.409895 -3.262867 -0.012 -0.089 0.085 0.134
C 0.525513 -1.442964 -4.068160 0.027 -0.066 -0.017 -0.008
C 0.459162 -1.345750 -5.450973 0.023 0.006 0.039 -1.028
H 0.658690 0.005924 -7.111516 -0.001 0.001 -0.001 0.448
H 1.186222 1.948079 -5.625553 -0.001 0.015 0.001 0.538
H 1.244272 1.596589 -3.177243 0.029 0.049 0.063 0.414
H 0.350983 -2.413926 -3.620099 -0.005 0.189 -0.085 0.525
H 0.242773 -2.235687 -6.026195 -0.022 0.006 0.003 0.540
C 1.361212 1.110750 -0.494891 -0.031 0.115 0.042 0.773
C 2.062222 2.058331 -0.810522 0.087 -0.107 0.062 0.621
C 2.881411 3.165723 -1.179327 -0.123 0.054 0.019 -0.065
C 2.415743 4.464720 -0.941941 0.055 0.013 -0.030 -0.332
C 3.196308 5.550208 -1.296461 -0.020 -0.029 0.010 -0.712
C 4.435210 5.346968 -1.891992 0.007 0.036 -0.009 -0.444
C 4.898007 4.060447 -2.135463 0.011 -0.011 -0.006 -0.707
C 4.127139 2.967529 -1.780438 0.009 0.018 -0.003 -0.350
H 1.448489 4.605917 -0.476418 -0.005 -0.005 0.003 0.464
H 2.842803 6.555069 -1.109915 0.004 0.004 0.001 0.429
H 5.042749 6.197963 -2.169172 0.006 -0.002 -0.001 0.425
H 5.862213 3.912135 -2.602233 -0.002 -0.004 0.000 0.430
H 4.475571 1.961522 -1.969993 0.008 -0.031 0.003 0.512
```
Forces are in eV/Å.